# 1
# C12H26O5Sn

A molecular structure, C12H26O5Sn (ωB97M-V with the def2-TZVPD basis set, OMol25).

Cartesian coordinates (Å):
Sn (0.422, 0.380, -0.162)
C (-2.427, 1.105, -2.140)
C (-1.619, 2.319, -2.638)
O (-0.625, 2.615, -1.679)
C (-0.122, 3.885, -1.385)
C (0.338, 3.915, 0.085)
O (0.505, 2.568, 0.587)
C (0.354, 2.399, 2.042)
C (-1.014, 1.816, 2.291)
O (-1.136, 0.642, 1.412)
C (-2.513, 0.266, 1.064)
C (-2.439, -0.478, -0.247)
O (-1.653, 0.325, -1.194)
H (-2.698, 0.472, -2.986)
H (-3.335, 1.466, -1.652)
H (-2.231, 3.196, -2.866)
H (-1.051, 2.070, -3.565)
H (-0.823, 4.681, -1.666)
H (0.755, 4.006, -2.075)
H (-0.428, 4.428, 0.673)
H (1.281, 4.454, 0.176)
H (0.503, 3.347, 2.559)
H (1.160, 1.730, 2.354)
H (-1.806, 2.517, 2.023)
H (-1.138, 1.504, 3.328)
H (-3.104, 1.180, 0.987)
H (-2.922, -0.364, 1.853)
H (-3.424, -0.702, -0.656)
H (-1.907, -1.427, -0.147)
C (1.715, -5.098, -0.942)
C (1.994, -5.479, 0.480)
O (1.923, -4.393, 1.381)
C (2.216, -4.701, 2.756)
C (3.430, -3.876, 3.201)
H (1.494, -6.003, -1.507)
H (2.579, -4.621, -1.403)
H (0.844, -4.447, -1.008)
H (2.993, -5.936, 0.639)
H (1.328, -6.263, 0.896)
H (2.359, -5.774, 2.863)
H (1.313, -4.387, 3.295)
H (4.343, -4.434, 2.999)
H (3.349, -3.694, 4.270)
H (3.479, -2.921, 2.680)

Output
largest force on an atom	0.58	eV/Å
HOMO level (alpha / beta)	-22.8 / -22.9	eV
net charge	+4
frontier orbital gap (alpha / beta)	4.65 / 8.23	eV

Mulliken atomic charges, in units of e:
1. Sn 1.234
2. C -0.505
3. C -0.387
4. O -0.025
5. C -0.377
6. C -0.497
7. O -0.356
8. C -0.835
9. C -0.211
10. O -0.212
11. C -0.209
12. C -0.834
13. O -0.302
14. H 0.396
15. H 0.457
16. H 0.415
17. H 0.349
18. H 0.428
19. H 0.370
20. H 0.462
21. H 0.390
22. H 0.510
23. H 0.315
24. H 0.374
25. H 0.436
26. H 0.370
27. H 0.437
28. H 0.505
29. H 0.299
30. C -1.152
31. C -0.152
32. O -0.069
33. C -0.173
34. C -1.041
35. H 0.376
36. H 0.336
37. H 0.268
38. H 0.432
39. H 0.433
40. H 0.410
41. H 0.312
42. H 0.355
43. H 0.375
44. H 0.291

=====

# 2
# C12H26S4Se2Sr

A molecular structure, C12H26S4Se2Sr in a non-equilibrium geometry (ωB97M-V with the def2-TZVPD basis set, OMol25).

Cartesian coordinates (Å):
Sr (-0.470, -0.014, 0.373)
C (2.176, 1.480, -2.729)
C (3.142, 1.407, -1.563)
S (2.722, 0.133, -0.312)
C (3.096, -1.353, -1.324)
C (2.611, -2.598, -0.606)
S (0.777, -2.654, -0.419)
C (0.401, -3.150, -2.162)
C (-1.025, -2.807, -2.550)
S (-1.459, -1.029, -2.402)
C (-0.407, -0.366, -3.764)
C (-0.375, 1.150, -3.686)
S (0.445, 1.763, -2.166)
H (2.186, 0.566, -3.315)
H (2.442, 2.327, -3.360)
H (3.163, 2.354, -1.024)
H (4.151, 1.192, -1.911)
H (4.176, -1.399, -1.451)
H (2.582, -1.233, -2.274)
H (3.021, -2.633, 0.404)
H (2.909, -3.506, -1.126)
H (0.531, -4.230, -2.214)
H (1.119, -2.656, -2.810)
H (-1.726, -3.322, -1.893)
H (-1.227, -3.109, -3.577)
H (-0.858, -0.678, -4.705)
H (0.584, -0.790, -3.631)
H (-1.391, 1.545, -3.664)
H (0.149, 1.579, -4.538)
C (-1.213, -0.042, 4.405)
Se (-0.522, -0.652, 2.778)
C (-0.320, 1.197, 2.078)
C (-1.556, 1.604, 1.300)
Se (-2.870, 0.178, 0.905)
C (-3.922, 0.197, 2.431)
H (-0.407, 0.214, 5.088)
H (-1.844, -0.808, 4.846)
H (-1.801, 0.848, 4.231)
H (0.591, 1.418, 1.530)
H (-0.237, 1.824, 2.962)
H (-1.329, 2.281, 0.471)
H (-2.137, 2.250, 1.958)
H (-3.755, 1.124, 2.966)
H (-3.697, -0.652, 3.070)
H (-4.970, 0.154, 2.145)

Output
largest force on an atom	14.75	eV/Å
HOMO level	-14.5	eV
net charge	+2
frontier orbital gap	8.17	eV

Mulliken atomic charges, in units of e:
1. Sr 1.320
2. C -0.803
3. C -0.919
4. S 0.059
5. C -0.438
6. C -0.949
7. S 0.035
8. C -0.774
9. C -0.944
10. S 0.051
11. C -0.499
12. C -0.975
13. S 0.071
14. H 0.445
15. H 0.476
16. H 0.456
17. H 0.450
18. H 0.476
19. H 0.124
20. H 0.476
21. H 0.470
22. H 0.452
23. H 0.419
24. H 0.461
25. H 0.452
26. H 0.468
27. H 0.132
28. H 0.484
29. H 0.479
30. C -1.126
31. Se 0.415
32. C -1.802
33. C -1.587
34. Se 0.327
35. C -1.011
36. H 0.374
37. H 0.403
38. H 0.313
39. H 0.834
40. H 0.639
41. H 0.759
42. H 0.507
43. H 0.310
44. H 0.307
45. H 0.382

=====

# 3
# C12H27AlBN4O6

A molecular structure, C12H27AlBN4O6 in a non-equilibrium geometry (ωB97M-V with the def2-TZVPD basis set, OMol25).

Cartesian coordinates (Å):
N (1.831, -0.378, 1.579)
C (2.075, 0.793, 0.979)
N (3.136, 0.808, -0.005)
C (4.280, 1.622, 0.495)
C (3.921, 2.631, 1.637)
C (2.418, 3.081, 1.649)
N (1.444, 2.030, 1.222)
C (0.241, 1.940, 2.109)
B (-1.078, 1.816, 1.167)
O (-2.338, 1.336, 1.639)
O (-1.044, 2.228, -0.186)
H (1.615, -1.252, 1.072)
H (1.926, -0.494, 2.590)
H (3.490, -0.151, -0.051)
H (4.788, 2.148, -0.394)
H (5.069, 0.935, 0.904)
H (4.531, 3.561, 1.455)
H (4.181, 2.188, 2.631)
H (2.261, 3.956, 0.956)
H (2.213, 3.487, 2.673)
H (0.138, 2.934, 2.626)
H (0.307, 1.180, 2.920)
H (-2.251, 1.350, 2.606)
H (-1.962, 2.291, -0.497)
O (0.181, -3.221, 1.134)
C (-0.727, -2.947, 1.910)
N (-1.474, -1.839, 1.714)
C (-1.070, -3.786, 3.108)
H (-2.226, -1.558, 2.319)
H (-1.256, -1.265, 0.916)
H (-0.201, -3.843, 3.764)
H (-1.338, -4.789, 2.775)
H (-1.906, -3.371, 3.671)
C (-3.708, 2.153, -4.351)
C (-3.170, 2.244, -2.884)
O (-2.231, 3.027, -2.744)
O (-3.770, 1.516, -2.094)
H (-3.148, 2.812, -5.010)
H (-3.610, 1.125, -4.704)
H (-4.760, 2.444, -4.362)
Al (4.499, 3.969, -1.193)
C (-0.440, -4.288, -3.019)
C (-1.521, -3.235, -3.043)
O (-2.297, -3.157, -3.955)
C (-1.599, -2.276, -1.877)
H (-0.510, -4.900, -3.918)
H (0.539, -3.808, -2.993)
H (-0.571, -4.928, -2.145)
H (-0.670, -1.708, -1.804)
H (-1.780, -2.829, -0.955)
H (-2.424, -1.581, -2.037)

Output
largest force on an atom	5.45	eV/Å
HOMO level	-16.9	eV
net charge	+3
frontier orbital gap	2.50	eV

Mulliken atomic charges, in units of e:
1. N -0.219
2. C 0.069
3. N -0.227
4. C -0.207
5. C -0.683
6. C -0.528
7. N 0.433
8. C -0.820
9. B 0.576
10. O -0.525
11. O -0.461
12. H 0.212
13. H 0.237
14. H 0.342
15. H -0.012
16. H 0.380
17. H 0.307
18. H 0.351
19. H 0.256
20. H 0.380
21. H 0.427
22. H 0.280
23. H 0.310
24. H 0.268
25. O -0.655
26. C 0.791
27. N -0.129
28. C -1.082
29. H 0.164
30. H -0.007
31. H 0.275
32. H 0.288
33. H 0.393
34. C -0.796
35. C 0.974
36. O -0.305
37. O -0.306
38. H 0.323
39. H 0.295
40. H 0.334
41. Al 0.853
42. C -1.047
43. C 0.679
44. O -0.343
45. C -0.610
46. H 0.351
47. H 0.326
48. H 0.337
49. H 0.297
50. H 0.150
51. H 0.305

=====

# 4
# C12H27FO9S2Si

4 unconnected molecules or ions with the total composition C12H27FO9S2Si in a non-equilibrium geometry (ωB97M-V with the def2-TZVPD basis set, OMol25).

Cartesian coordinates (Å):
O (-1.763, -4.241, -0.215)
S (-1.504, -3.786, -1.554)
O (-0.522, -4.433, -2.371)
F (-2.884, -3.941, -2.337)
Si (-1.236, -1.563, -1.550)
O (0.355, -1.320, -1.291)
S (-2.533, -0.862, -0.048)
H (-1.603, -1.077, -2.878)
H (0.846, -1.989, -0.808)
H (-2.873, -2.085, 0.392)
O (-0.478, -4.615, 6.392)
C (-0.939, -5.347, 5.562)
O (-0.147, -5.743, 4.544)
C (-0.559, -6.708, 3.567)
C (-1.364, -6.084, 2.448)
C (-2.389, -5.775, 5.593)
H (-1.088, -7.533, 4.045)
H (0.377, -7.110, 3.183)
H (-2.304, -5.667, 2.811)
H (-1.596, -6.829, 1.687)
H (-0.802, -5.280, 1.976)
H (-2.980, -4.997, 5.108)
H (-2.694, -5.834, 6.634)
H (-2.595, -6.721, 5.102)
O (-1.151, 1.225, -1.511)
C (-1.445, 2.391, -1.428)
O (-2.610, 2.783, -1.970)
C (-3.118, 4.118, -1.828)
C (-2.535, 5.062, -2.856)
C (-0.520, 3.397, -0.800)
H (-2.966, 4.476, -0.811)
H (-4.191, 4.007, -1.975)
H (-1.458, 5.179, -2.731)
H (-2.996, 6.046, -2.761)
H (-2.724, 4.686, -3.861)
H (0.199, 3.720, -1.552)
H (0.028, 2.902, -0.003)
H (-1.005, 4.280, -0.396)
O (2.175, 5.004, -0.071)
C (3.159, 4.500, -0.539)
O (3.874, 5.209, -1.436)
C (5.124, 4.752, -1.969)
C (4.936, 3.819, -3.146)
C (3.564, 3.084, -0.201)
H (5.733, 4.303, -1.184)
H (5.627, 5.665, -2.282)
H (4.424, 2.901, -2.856)
H (5.906, 3.550, -3.566)
H (4.346, 4.308, -3.921)
H (3.010, 2.409, -0.855)
H (3.261, 2.888, 0.824)
H (4.624, 2.875, -0.308)

Output
largest force on an atom	1.05	eV/Å
HOMO level	-10.0	eV
SMILES	O=S(=O)(F)[Si@H](O)S.CCOC(C)=O.CCOC(C)=O.CCOC(C)=O
frontier orbital gap	10.41	eV

Mulliken atomic charges, in units of e:
1. O -0.449
2. S 0.844
3. O -0.561
4. F -0.218
5. Si 0.793
6. O -0.457
7. S -0.242
8. H -0.114
9. H 0.321
10. H 0.130
11. O -0.561
12. C 0.743
13. O -0.374
14. C -0.513
15. C -0.807
16. C -0.909
17. H 0.383
18. H 0.309
19. H 0.225
20. H 0.377
21. H 0.278
22. H 0.240
23. H 0.306
24. H 0.314
25. O -0.555
26. C 0.506
27. O -0.381
28. C -0.424
29. C -0.945
30. C -0.816
31. H 0.375
32. H 0.312
33. H 0.260
34. H 0.354
35. H 0.299
36. H 0.197
37. H 0.351
38. H 0.392
39. O -0.561
40. C 0.768
41. O -0.359
42. C -0.405
43. C -0.937
44. C -1.021
45. H 0.350
46. H 0.316
47. H 0.268
48. H 0.351
49. H 0.293
50. H 0.266
51. H 0.340
52. H 0.348

=====

# 5
# C12H27HgSb2Se4

A molecular structure, C12H27HgSb2Se4 (ωB97M-V with the def2-TZVPD basis set, OMol25).

Cartesian coordinates (Å):
Hg (-0.564, -0.177, 3.526)
Se (2.128, 0.061, 8.738)
Sb (-0.337, -0.134, 9.132)
Se (-0.286, 0.025, 6.659)
Se (-1.275, 1.797, 10.246)
Se (-0.993, -2.310, 9.960)
C (-0.498, -0.228, -3.695)
C (-1.353, -0.552, -2.472)
C (-1.723, -2.036, -2.520)
C (-2.644, 0.266, -2.551)
Sb (-0.580, -0.216, -0.408)
C (1.290, -1.399, -0.392)
C (1.999, -1.561, -1.731)
C (0.830, -2.771, 0.112)
C (2.281, -0.836, 0.626)
C (-0.039, 1.931, -0.436)
C (1.058, 2.227, 0.585)
C (0.375, 2.506, -1.785)
C (-1.321, 2.620, 0.041)
H (-1.070, -0.469, -4.603)
H (0.421, -0.809, -3.731)
H (-0.231, 0.825, -3.755)
H (-2.319, -2.239, -3.420)
H (-2.316, -2.341, -1.654)
H (-0.839, -2.676, -2.563)
H (-3.207, -0.019, -3.450)
H (-2.444, 1.337, -2.617)
H (-3.291, 0.099, -1.686)
H (1.399, -2.120, -2.450)
H (2.930, -2.123, -1.580)
H (2.263, -0.600, -2.179)
H (0.084, -3.230, -0.543)
H (0.398, -2.703, 1.113)
H (1.691, -3.449, 0.164)
H (2.800, 0.043, 0.246)
H (3.040, -1.600, 0.837)
H (1.811, -0.576, 1.576)
H (2.043, 1.938, 0.220)
H (0.888, 1.738, 1.546)
H (1.082, 3.309, 0.771)
H (1.231, 1.981, -2.215)
H (0.662, 3.559, -1.655)
H (-0.440, 2.483, -2.509)
H (-1.597, 2.296, 1.047)
H (-2.172, 2.426, -0.617)
H (-1.163, 3.706, 0.072)

Output
largest force on an atom	0.49	eV/Å
HOMO level (alpha / beta)	-1.0 / -1.0	eV
net charge	-2
frontier orbital gap (alpha / beta)	4.40 / 4.39	eV
spin multiplicity	2

Mulliken atomic charges, in units of e:
1. Hg 0.337
2. Se -0.544
3. Sb 0.470
4. Se -0.489
5. Se -0.726
6. Se -0.727
7. C -1.422
8. C 1.418
9. C -1.831
10. C -1.830
11. Sb 0.601
12. C 1.475
13. C -1.615
14. C -1.662
15. C -1.797
16. C 1.473
17. C -1.792
18. C -1.616
19. C -1.665
20. H 0.473
21. H 0.220
22. H 0.220
23. H 0.466
24. H 0.393
25. H 0.315
26. H 0.466
27. H 0.314
28. H 0.393
29. H 0.322
30. H 0.486
31. H 0.246
32. H 0.335
33. H 0.371
34. H 0.460
35. H 0.329
36. H 0.525
37. H 0.265
38. H 0.329
39. H 0.266
40. H 0.526
41. H 0.246
42. H 0.486
43. H 0.322
44. H 0.373
45. H 0.336
46. H 0.460

=====

# 6
# C12H27NO6V

A molecular structure, C12H27NO6V in a non-equilibrium geometry (ωB97M-V with the def2-TZVPD basis set, OMol25).

Cartesian coordinates (Å):
V (1.191, 0.878, -1.211)
O (1.027, 0.496, -5.431)
C (0.709, 0.569, -4.100)
C (1.153, -0.771, -3.484)
O (0.925, -0.870, -2.112)
H (-0.423, 0.525, -3.928)
H (1.135, 1.417, -3.463)
H (2.252, -0.746, -3.585)
H (0.803, -1.685, -4.057)
C (-1.691, 2.462, 0.139)
C (-1.126, 2.988, -1.171)
C (-1.671, 4.446, -1.425)
O (0.232, 2.847, -0.850)
H (-1.146, 3.054, 0.878)
H (-1.275, 1.458, 0.235)
H (-2.781, 2.502, 0.411)
H (-1.468, 2.399, -2.028)
H (-2.246, 4.845, -0.582)
H (-2.303, 4.527, -2.295)
H (-0.827, 5.115, -1.699)
O (4.027, 2.092, 1.858)
C (3.205, 1.130, 1.214)
O (2.866, 1.339, 0.021)
O (2.913, 0.210, 2.029)
H (3.823, 1.752, 2.760)
C (-2.108, -2.010, -0.395)
C (-1.658, -2.156, 1.072)
N (-0.325, -1.658, 1.358)
C (0.027, -1.349, 2.787)
C (-0.468, -0.026, 3.272)
C (0.753, -2.354, 0.756)
C (0.915, -3.766, 1.244)
H (-1.847, -1.039, -0.816)
H (-3.157, -2.218, -0.460)
H (-1.574, -2.657, -1.103)
H (-2.386, -1.649, 1.723)
H (-1.726, -3.228, 1.279)
H (-0.223, -2.160, 3.490)
H (1.124, -1.261, 2.773)
H (0.105, 0.791, 2.796)
H (-1.517, 0.219, 3.056)
H (-0.313, 0.102, 4.332)
H (1.690, -1.843, 0.965)
H (0.638, -2.265, -0.353)
H (0.033, -4.390, 0.989)
H (0.977, -3.697, 2.320)
H (1.740, -4.367, 0.790)

Output
largest force on an atom	3.41	eV/Å
HOMO level (alpha / beta)	-0.1 / -0.1	eV
net charge	-2
frontier orbital gap (alpha / beta)	5.07 / 5.08	eV
spin multiplicity	4

Mulliken atomic charges, in units of e:
1. V 1.041
2. O -0.940
3. C 0.055
4. C -0.354
5. O -0.379
6. H -0.041
7. H 0.096
8. H 0.180
9. H 0.196
10. C -0.973
11. C 0.942
12. C -1.427
13. O -0.895
14. H 0.331
15. H -0.086
16. H 0.364
17. H 0.054
18. H 0.288
19. H 0.357
20. H 0.302
21. O -0.555
22. C 0.671
23. O -0.766
24. O -0.723
25. H 0.309
26. C -1.153
27. C -0.620
28. N 0.847
29. C -0.641
30. C -1.258
31. C -0.226
32. C -1.264
33. H 0.108
34. H 0.477
35. H 0.275
36. H 0.378
37. H 0.278
38. H 0.261
39. H 0.435
40. H 0.182
41. H 0.304
42. H 0.444
43. H 0.149
44. H 0.037
45. H 0.261
46. H 0.271
47. H 0.412